Model i:
Computed, not measured: a cluster of 2 separate species, C2H6ClNOS in total, with wB97M-V/def2-TZVPD.

Properties
Orbital gap ... 9.5 eV
HOMO level ... -9.381 eV
LUMO ... 0.004 Eh
SMILES ... NCC(O)=S.Cl

ORCA input file:
```
! wB97M-V def2-TZVPD RIJCOSX def2/J DEFGRID3
* xyz 0 1
C 1.64226 -1.11036 0.00660
C 0.55816 -0.06907 0.27259
H 3.30419 0.01726 0.19009
H 2.78822 -0.13120 -1.33274
H 1.78966 -1.66836 0.94257
H 1.22968 -1.82633 -0.71374
H -0.51330 -1.55891 0.78079
H -1.87144 0.42467 0.34564
N 2.91916 -0.65223 -0.47092
O -0.59075 -0.59179 0.71258
S 0.72598 1.53223 0.06078
Cl -2.77961 -0.19978 -0.30967
*
```



Model ii:
Computed, not measured: an isolated molecule of C2H6ClNOS, with wB97M-V/def2-TZVPD.

Properties
Orbital gap ... 9.6 eV
HOMO level ... -9.593 eV
LUMO ... -0.001 Eh

ORCA input file:
```
! wB97M-V def2-TZVPD RIJCOSX def2/J DEFGRID3
* xyz 0 1
C 0.01638 1.11923 0.96740
C 0.35074 0.18266 -1.19390
N -0.21010 -0.01791 0.11344
O 0.73355 -2.42196 -0.16567
S -0.21824 -1.57333 0.81318
Cl -2.20244 -2.14052 0.44305
H -0.56001 0.84060 1.92124
H 1.09049 1.35261 0.94963
H -0.37330 2.03940 0.59242
H 0.64598 -0.81596 -1.36298
H -0.39582 0.58189 -2.02299
H 1.12277 0.85328 -1.05482
*
```



What should be chosen as the least stable of them? Choose model ii.



Model i:
Computed, not measured: a cluster of 2 separate species, CH3NOS in total, with wB97M-V/def2-TZVPD.

Properties
Orbital gap ... 9.4 eV
HOMO level ... -9.335 eV
LUMO ... 0.001 Eh

ORCA input file:
```
! wB97M-V def2-TZVPD RIJCOSX def2/J DEFGRID3
* xyz 0 1
C -0.61361 0.09517 0.45036
N -0.28236 -1.02418 -0.19998
O 1.94290 0.61392 -0.19211
S 1.21869 -0.28280 0.69262
H -0.68482 1.45357 -0.69670
H -1.35366 0.10612 1.23626
H -0.22714 -0.96179 -1.29044
*
```



Model ii:
Computed, not measured: an isolated molecule of CH3NOS, with wB97M-V/def2-TZVPD.

Properties
Orbital gap ... 10.0 eV
HOMO level ... -9.728 eV
LUMO ... 0.011 Eh

ORCA input file:
```
! wB97M-V def2-TZVPD RIJCOSX def2/J DEFGRID3
* xyz 0 1
C -0.99339 -0.46217 -0.49016
N 0.16595 0.12049 -0.86468
O 0.86831 -0.02258 1.63659
S 1.41251 0.17207 0.30147
H -1.77461 -0.54591 -1.22559
H -1.11433 -0.84111 0.51697
H 1.43557 1.57920 0.12540
*
```



What should be chosen as the least stable of them? Choose model i.